Formula: CH3N3OS
Source: the Open Molecules 2025 dataset
Level of theory: ωB97M-V with the def2-TZVPD basis set

## Properties
ΔE to the lowest compared entry with this formula, charge and spin: 3.895 eV
highest occupied orbital energy: -0.3488 hartree
LUMO level: 0.266 eV
energy: -677.47757 hartree
Kohn-Sham gap: 9.759 eV
SMILES: [H]/N=N\[H].N#CSO

Geometry as XYZ:
```
9
CH3N3OS | the Open Molecules 2025 dataset | ωB97M-V with the def2-TZVPD basis set
S -1.9102 1.0971 -0.0904
O -1.0956 1.3964 -1.4359
N 1.1755 -0.0529 -0.0620
N -1.1415 -1.6045 0.5633
N 1.3947 0.0875 1.1379
C -1.5944 -0.5787 0.2482
H 1.4846 -0.9261 -0.6590
H -0.1781 1.1946 -1.2961
H 1.8649 -0.6133 1.5940
```

***

Formula: CH3N3S2
Source: the Open Molecules 2025 dataset
Level of theory: ωB97M-V with the def2-TZVPD basis set

## Properties
ΔE to the lowest compared entry with this formula, charge and spin: 1.802 eV
highest occupied orbital energy (spin up / spin down): -0.3003 / -0.2999 hartree
LUMO level (spin up / spin down): -1.765 / -1.779 eV
energy: -1000.41437 hartree
Kohn-Sham gap (spin up / spin down): 6.406 / 6.382 eV

Geometry as XYZ:
```
9
CH3N3S2 | the Open Molecules 2025 dataset | ωB97M-V with the def2-TZVPD basis set
S -2.4432 -0.8402 0.0469
S -2.6146 1.1606 -0.1434
N 0.9169 -0.2453 -0.8472
N 0.4528 0.8762 -0.3161
N 0.3130 -1.2989 -0.5064
C -0.8672 -1.6035 -0.0830
H -1.0059 -2.6180 0.1769
H 1.1262 1.6848 -0.1034
H -0.6166 0.8743 -0.0388
```

***

Formula: CH3N4
Source: the Open Molecules 2025 dataset
Level of theory: ωB97M-V with the def2-TZVPD basis set

## Properties
ΔE to the lowest compared entry with this formula, charge and spin: 0.065 eV
highest occupied orbital energy: -0.6381 hartree
LUMO level: -4.435 eV
energy: -258.66111 hartree
charge: +1
Kohn-Sham gap: 12.930 eV

Geometry as XYZ:
```
8
CH3N4 | the Open Molecules 2025 dataset | ωB97M-V with the def2-TZVPD basis set
N -2.7707 0.0807 -0.9020
N 0.8405 0.9232 0.0158
N -1.7829 0.3648 -0.5764
N 0.8396 -1.4556 0.3727
C 0.8426 -0.3241 0.1453
H 0.0709 1.2069 -0.5583
H 1.3608 1.5077 0.6623
H 0.5992 -2.3036 0.8406
```

***

Formula: CH3N4
Source: the Open Molecules 2025 dataset
Level of theory: ωB97M-V with the def2-TZVPD basis set

## Properties
ΔE to the lowest compared entry with this formula, charge and spin: 8.677 eV
highest occupied orbital energy (spin up / spin down): -0.5640 / -0.5641 hartree
LUMO level (spin up / spin down): -8.327 / -8.325 eV
energy: -258.34462 hartree
charge: +1
Kohn-Sham gap (spin up / spin down): 7.020 / 7.025 eV

Geometry as XYZ:
```
8
CH3N4 | the Open Molecules 2025 dataset | ωB97M-V with the def2-TZVPD basis set
N -1.2279 0.8639 -0.9712
N -0.0018 1.0540 -0.4938
N -1.6713 0.1990 0.0798
N 0.3351 -1.0251 0.6797
C -0.3193 0.0664 0.4054
H 1.6140 1.7247 -1.5908
H -0.0776 -1.7649 1.1609
H 1.3487 -1.1180 0.7299
```

***

Formula: CH3N4
Source: the Open Molecules 2025 dataset
Level of theory: ωB97M-V with the def2-TZVPD basis set

## Properties
ΔE to the lowest compared entry with this formula, charge and spin: 1.697 eV
highest occupied orbital energy (spin up / spin down): -0.5131 / -0.6244 hartree
LUMO level (spin up / spin down): -6.197 / -8.874 eV
energy: -258.40202 hartree
charge: +1
Kohn-Sham gap (spin up / spin down): 7.767 / 8.117 eV
2S+1: 3

Geometry as XYZ:
```
8
CH3N4 | the Open Molecules 2025 dataset | ωB97M-V with the def2-TZVPD basis set
N 1.0793 0.2148 -0.5910
N -0.3031 -1.4594 0.4901
N -0.2970 1.6260 -0.1688
N 0.8309 1.5722 -0.6968
C 0.1985 -0.4102 -0.0377
H -1.0667 -1.9052 -0.0199
H -0.6958 2.5399 0.0562
H 0.2538 -2.1782 0.9679
```

***

Formula: CH3N4O2
Source: the Open Molecules 2025 dataset
Level of theory: ωB97M-V with the def2-TZVPD basis set

## Properties
ΔE to the lowest compared entry with this formula, charge and spin: 0.424 eV
highest occupied orbital energy (spin up / spin down): -0.0944 / -0.1333 hartree
LUMO level (spin up / spin down): 4.452 / 2.339 eV
energy: -409.19316 hartree
charge: -1
Kohn-Sham gap (spin up / spin down): 7.021 / 5.965 eV
2S+1: 3

Geometry as XYZ:
```
10
CH3N4O2 | the Open Molecules 2025 dataset | ωB97M-V with the def2-TZVPD basis set
O 2.6460 0.7153 0.6867
O -0.1277 -2.0791 0.5427
N 2.0478 -0.9643 -0.8449
N 0.1343 -1.0899 -0.1844
N -0.5880 -0.1377 -0.4744
N -1.9225 -0.0901 0.0011
C 2.7627 -0.1844 -0.1573
H 3.8289 -0.4733 -0.6007
H -1.8829 -0.6254 0.8369
H -2.0987 0.8954 -0.0165
```

***

Formula: CH3N4Si
Source: the Open Molecules 2025 dataset
Level of theory: ωB97M-V with the def2-TZVPD basis set

## Properties
ΔE to the lowest compared entry with this formula, charge and spin: 0.746 eV
highest occupied orbital energy: -0.1718 hartree
LUMO level: 4.283 eV
energy: -548.40858 hartree
charge: -1
Kohn-Sham gap: 8.957 eV

Geometry as XYZ:
```
9
CH3N4Si | the Open Molecules 2025 dataset | ωB97M-V with the def2-TZVPD basis set
Si 0.3838 0.6214 -0.7828
N -1.2607 -1.2925 0.5010
N 0.8492 0.0116 2.1301
N -1.0014 -0.6682 -0.4509
N -1.5378 -1.9376 1.3942
C 0.7793 0.3419 1.0315
H 0.9381 -0.3260 -1.7693
H -0.6918 1.5815 -1.0988
H 1.5412 1.6679 -0.9551
```

***

Formula: CH3N4Si
Source: the Open Molecules 2025 dataset
Level of theory: ωB97M-V with the def2-TZVPD basis set

## Properties
ΔE to the lowest compared entry with this formula, charge and spin: 0.438 eV
highest occupied orbital energy: -0.1825 hartree
LUMO level: 4.015 eV
energy: -548.41989 hartree
charge: -1
Kohn-Sham gap: 8.980 eV

Geometry as XYZ:
```
9
CH3N4Si | the Open Molecules 2025 dataset | ωB97M-V with the def2-TZVPD basis set
Si 1.3993 -0.0285 0.0497
N -1.2013 -0.6109 0.9153
N -2.4616 0.2826 -0.5574
N -2.4412 -0.3155 0.6370
N -1.2673 0.5209 -0.9766
C -0.4402 -0.0435 -0.0706
H 2.2652 -1.2634 -0.1282
H 2.0968 0.7076 -1.1329
H 2.0503 0.7508 1.2637
```

***

Formula: CH3N4Si
Source: the Open Molecules 2025 dataset
Level of theory: ωB97M-V with the def2-TZVPD basis set

## Properties
ΔE to the lowest compared entry with this formula, charge and spin: 2.273 eV
highest occupied orbital energy: -0.1448 hartree
LUMO level: 3.478 eV
energy: -548.35246 hartree
charge: -1
Kohn-Sham gap: 7.418 eV

Geometry as XYZ:
```
9
CH3N4Si | the Open Molecules 2025 dataset | ωB97M-V with the def2-TZVPD basis set
Si -2.6501 -0.4675 -0.1188
N 0.7518 0.6479 0.7448
N 0.0307 -0.3857 0.2140
N 2.0825 -0.7866 -0.3101
N 0.8204 -1.1790 -0.4475
C 1.9960 0.3839 0.3934
H -3.4771 -0.1897 -1.3366
H 2.8016 1.1549 0.6062
H -2.3557 0.8219 0.2546
```

***

Formula: CH3N4Si
Source: the Open Molecules 2025 dataset
Level of theory: ωB97M-V with the def2-TZVPD basis set

## Properties
ΔE to the lowest compared entry with this formula, charge and spin: 2.651 eV
highest occupied orbital energy: -0.1313 hartree
LUMO level: 3.784 eV
energy: -548.33857 hartree
charge: -1
Kohn-Sham gap: 7.358 eV

Geometry as XYZ:
```
9
CH3N4Si | the Open Molecules 2025 dataset | ωB97M-V with the def2-TZVPD basis set
Si 0.1618 -0.0422 -0.0202
N 4.2275 0.5590 0.2204
N 3.1891 1.1445 0.5098
N 2.9273 -1.0258 -0.3980
N 4.1606 -0.7036 -0.2158
C 2.0143 -0.2366 -0.0714
H -0.2835 1.2488 -0.6981
H -0.7287 -1.2424 -0.1979
H 0.0588 -0.0758 1.4321
```

***

Formula: CH3N5
Source: the Open Molecules 2025 dataset
Level of theory: ωB97M-V with the def2-TZVPD basis set

## Properties
ΔE to the lowest compared entry with this formula, charge and spin: 4.273 eV
highest occupied orbital energy: -0.3266 hartree
LUMO level: -0.215 eV
energy: -313.50194 hartree
Kohn-Sham gap: 8.671 eV

Geometry as XYZ:
```
9
CH3N5 | the Open Molecules 2025 dataset | ωB97M-V with the def2-TZVPD basis set
N -0.7883 0.8829 0.7963
N 0.8631 -1.7167 -0.6419
N 0.4004 0.8953 1.4761
N -0.3745 0.2653 -0.4783
N 1.0630 -0.1181 1.1450
C 0.6233 -0.5710 -0.0865
H -0.9313 1.9669 0.8670
H 0.4592 -1.8074 -1.6293
H -1.3147 0.2028 -1.4485
```

***

Formula: CH3N5
Source: the Open Molecules 2025 dataset
Level of theory: ωB97M-V with the def2-TZVPD basis set

## Properties
ΔE to the lowest compared entry with this formula, charge and spin: 1.798 eV
highest occupied orbital energy: -0.3480 hartree
LUMO level: 0.321 eV
energy: -313.59289 hartree
Kohn-Sham gap: 9.789 eV
SMILES: [H]/N=c1/nn[nH][nH]1

Geometry as XYZ:
```
9
CH3N5 | the Open Molecules 2025 dataset | ωB97M-V with the def2-TZVPD basis set
N 1.2541 -0.7808 0.0153
N 0.1011 -1.2017 0.0338
N 0.0469 1.0826 -0.0830
N -2.0316 -0.1170 0.0379
N 1.3892 0.5897 -0.1309
C -0.7848 -0.0688 -0.0374
H -2.4502 0.7641 -0.1461
H -0.1650 1.7481 0.6343
H 2.0054 0.8914 0.6242
```

***

Formula: CH3N6S
Source: the Open Molecules 2025 dataset
Level of theory: ωB97M-V with the def2-TZVPD basis set

## Properties
ΔE to the lowest compared entry with this formula, charge and spin: 2.543 eV
highest occupied orbital energy (spin up / spin down): -0.4908 / -0.4900 hartree
LUMO level (spin up / spin down): -6.826 / -6.831 eV
energy: -766.07755 hartree
charge: +1
Kohn-Sham gap (spin up / spin down): 6.530 / 6.503 eV
SMILES: C/N=N/N=N/[N+]#S#N

Geometry as XYZ:
```
11
CH3N6S | the Open Molecules 2025 dataset | ωB97M-V with the def2-TZVPD basis set
S -6.8229 0.1734 -0.0729
N -1.1361 0.3708 -0.1166
N -5.3622 -1.1828 0.0386
N -4.2221 -0.9638 0.0588
N -6.2109 1.4450 0.1308
N -2.0267 -0.4433 0.0409
N -3.2713 -0.2336 -0.0268
C 0.2247 0.0543 -0.0121
H 0.6813 0.7902 0.6563
H 0.6800 0.2353 -0.9883
H 0.4340 -0.9630 0.3263
```

***

Formula: CH3NO2P
Source: the Open Molecules 2025 dataset
Level of theory: ωB97M-V with the def2-TZVPD basis set

## Properties
ΔE to the lowest compared entry with this formula, charge and spin: 0.826 eV
highest occupied orbital energy: -0.1347 hartree
LUMO level: 4.321 eV
energy: -586.52201 hartree
charge: -1
Kohn-Sham gap: 7.986 eV
SMILES: NPC(=O)[O-]

Geometry as XYZ:
```
8
CH3NO2P | the Open Molecules 2025 dataset | ωB97M-V with the def2-TZVPD basis set
P 0.4570 -0.8333 -0.3864
O -0.6150 1.6952 -0.4992
O -0.9937 0.3885 -2.4410
N 0.7637 -0.3948 1.2494
C -0.5417 0.6612 -1.1032
H -0.0261 0.2576 1.6981
H 1.6801 -0.0370 1.4917
H -0.7244 -1.7373 -0.0094
```

***

Formula: CH3NO2S
Source: the Open Molecules 2025 dataset
Level of theory: ωB97M-V with the def2-TZVPD basis set

## Properties
ΔE to the lowest compared entry with this formula, charge and spin: 6.414 eV
highest occupied orbital energy (spin up / spin down): -0.3530 / -0.3184 hartree
LUMO level (spin up / spin down): -0.202 / -0.325 eV
energy: -643.07847 hartree
Kohn-Sham gap (spin up / spin down): 9.403 / 8.340 eV

Geometry as XYZ:
```
8
CH3NO2S | the Open Molecules 2025 dataset | ωB97M-V with the def2-TZVPD basis set
S 1.9972 -0.0140 0.0781
O 2.9065 1.0634 0.3127
O 2.5032 -1.3167 -0.1663
N 0.7451 0.4325 -1.0048
C 0.2961 0.2253 0.2886
H 0.2539 0.8616 -1.7695
H -0.2773 -1.7849 0.8298
H -0.3897 0.8359 0.8454
```

***

Formula: CH3NO2S
Source: the Open Molecules 2025 dataset
Level of theory: ωB97M-V with the def2-TZVPD basis set

## Properties
ΔE to the lowest compared entry with this formula, charge and spin: 1.023 eV
highest occupied orbital energy: -0.3647 hartree
LUMO level: -0.342 eV
energy: -643.27658 hartree
Kohn-Sham gap: 9.581 eV
SMILES: NSOC=O

Geometry as XYZ:
```
8
CH3NO2S | the Open Molecules 2025 dataset | ωB97M-V with the def2-TZVPD basis set
S -0.4959 -0.3067 1.1573
O -1.1596 0.7546 -1.6503
O 0.0473 1.3253 0.1682
N 0.5981 -1.4925 0.7843
C -0.4844 1.4503 -0.9903
H 1.3603 -1.6898 1.4674
H 0.2472 -2.4031 0.4785
H -0.1132 2.3620 -1.4150
```

***

Formula: CH3NO2S2
Source: the Open Molecules 2025 dataset
Level of theory: ωB97M-V with the def2-TZVPD basis set

## Properties
ΔE to the lowest compared entry with this formula, charge and spin: 5.050 eV
highest occupied orbital energy: -0.3422 hartree
LUMO level: -0.938 eV
energy: -1041.30573 hartree
Kohn-Sham gap: 8.374 eV

Geometry as XYZ:
```
9
CH3NO2S2 | the Open Molecules 2025 dataset | ωB97M-V with the def2-TZVPD basis set
S 2.3462 0.8519 0.5525
S -0.9440 1.9141 0.2646
O -1.6031 -0.7485 -0.2523
O 0.4632 -1.7064 -0.0329
N -0.1821 -0.7286 0.1237
C 0.0529 0.4806 0.4806
H -0.8959 1.9089 -0.9995
H -1.7381 -1.5045 -0.7724
H 2.5009 -0.4675 0.6357
```

***

Formula: CH3NO2S2
Source: the Open Molecules 2025 dataset
Level of theory: ωB97M-V with the def2-TZVPD basis set

## Properties
ΔE to the lowest compared entry with this formula, charge and spin: 5.280 eV
highest occupied orbital energy (spin up / spin down): -0.3342 / -0.3342 hartree
LUMO level (spin up / spin down): -2.054 / -2.052 eV
energy: -1041.29727 hartree
Kohn-Sham gap (spin up / spin down): 7.039 / 7.043 eV

Geometry as XYZ:
```
9
CH3NO2S2 | the Open Molecules 2025 dataset | ωB97M-V with the def2-TZVPD basis set
S 0.3735 -2.3316 0.1120
S -2.5968 -0.0902 -0.4721
O 1.1579 0.5813 -0.2950
O -0.4979 2.2292 0.1607
N -0.0838 0.8977 -0.1242
C -1.0667 0.1115 -0.0432
H 1.4270 -2.9494 0.5743
H 0.9678 -1.0871 -0.2533
H 0.3190 2.6387 0.3407
```

***

Formula: CH3NO2S2
Source: the Open Molecules 2025 dataset
Level of theory: ωB97M-V with the def2-TZVPD basis set

## Properties
ΔE to the lowest compared entry with this formula, charge and spin: 4.921 eV
highest occupied orbital energy (spin up / spin down): -0.3215 / -0.4023 hartree
LUMO level (spin up / spin down): -1.202 / -1.552 eV
energy: -1041.31048 hartree
Kohn-Sham gap (spin up / spin down): 7.545 / 9.395 eV

Geometry as XYZ:
```
9
CH3NO2S2 | the Open Molecules 2025 dataset | ωB97M-V with the def2-TZVPD basis set
S 2.2471 -1.6624 -0.3193
S 0.5201 0.7655 0.0902
O 0.9616 1.3845 -1.1184
O 1.0735 1.1166 1.3565
N -1.1196 0.8894 0.1652
C 0.8608 -0.9983 -0.1097
H -1.4635 -2.5743 -0.2244
H -1.5219 0.3200 0.8941
H -1.5581 0.7589 -0.7342
```

***

Formula: CH3NO2S2
Source: the Open Molecules 2025 dataset
Level of theory: ωB97M-V with the def2-TZVPD basis set

## Properties
ΔE to the lowest compared entry with this formula, charge and spin: 2.213 eV
highest occupied orbital energy: -0.2966 hartree
LUMO level: -0.183 eV
energy: -1041.40996 hartree
Kohn-Sham gap: 7.887 eV
SMILES: O=C(NS)OS

Geometry as XYZ:
```
9
CH3NO2S2 | the Open Molecules 2025 dataset | ωB97M-V with the def2-TZVPD basis set
S -1.7333 -1.5406 1.1353
S 0.7038 2.2251 -1.3889
O 0.2311 -0.9331 -1.2456
O 0.4287 1.1481 -0.1376
N -0.2637 -0.7552 1.2244
C 0.2762 -0.1531 -0.3928
H -0.3869 0.0295 1.9204
H 1.9751 2.4682 -1.4676
H -1.2311 -2.4887 0.3524
```